Here is a 2-piece molecular cluster, C4H8O overall from the Open Molecules 2025 dataset. Energies are from ωB97M-V/def2-TZVPD.

Each line ends with the Löwdin charge.
CARTESIAN COORDINATES (ANGSTROEM)
O1 0.90030 1.53726 -2.34200  -0.0352
C1 1.35233 0.48436 -2.78209  -0.1252
H1 2.31668 0.44045 -3.35095  0.0842
H2 0.96141 -0.51770 -2.44686  0.0788
C2 -0.88743 0.74043 1.80079  -0.1299
C3 -0.50404 -0.15498 0.58433  -0.1994
C4 -0.46379 -1.52531 0.78153  -0.0402
H3 -0.12510 1.56831 2.13493  0.0968
H4 -0.95503 0.04843 2.63886  0.0461
H5 -1.80673 1.32522 1.80749  0.0525
H6 -0.36489 0.21026 -0.48155  0.0744
H7 -0.12421 -2.10697 -0.09884  0.0354
H8 -0.29949 -2.04976 1.75436  0.0616

Atoms 1-3, force components in eV/Å:
O 0.66 -2.06 -1.18
C 0.15 1.18 1.73
H -0.69 0.20 -0.08

Summary:
Structure (SMILES) ... C=CC.C=O
Multiplicity ... 1
Gap between HOMO and LUMO ... 10.052 eV
Lowest unoccupied orbital energy ... 0.6 eV
Energy relative to the best compared isomer or geometry (same formula, charge and spin) ... 2.419 eV
E_HOMO ... -9.502 eV


Here is the molecule C4H8O from the Open Molecules 2025 dataset. Energies are from ωB97M-V/def2-TZVPD.

Each line ends with the Löwdin charge.
CARTESIAN COORDINATES (ANGSTROEM)
C1 -1.16345 0.84664 0.85711  -0.0391
C2 0.78838 -0.03868 -0.68308  -0.3198
C3 0.57727 -1.51330 -0.43878  -0.0434
C4 0.01615 1.04945 -0.06407  -0.3192
O1 1.30916 0.70199 0.41817  -0.0241
H1 -1.31372 -0.19949 1.14213  0.0693
H2 -1.01365 1.42114 1.77706  0.0828
H3 -2.08233 1.20632 0.37763  0.0803
H4 1.26720 0.19616 -1.63974  0.1368
H5 1.54908 -2.02378 -0.48566  0.0825
H6 -0.08472 -1.94771 -1.19898  0.0825
H7 0.14983 -1.69671 0.55330  0.0734
H8 0.00078 1.99797 -0.61510  0.1379

Atoms 1-3, force components in eV/Å:
C 0.01 -0.01 0.05
C 0.04 -0.19 -0.16
C -0.04 0.07 0.04

Summary:
Structure (SMILES) ... C[C@@H]1O[C@@H]1C
Multiplicity ... 1
Gap between HOMO and LUMO ... 11.231 eV
Lowest unoccupied orbital energy ... 1.2 eV
Energy relative to the best compared isomer or geometry (same formula, charge and spin) ... 1.047 eV
E_HOMO ... -10.059 eV


Here is the molecule C4H8O from the Open Molecules 2025 dataset. Energies are from ωB97M-V/def2-TZVPD.

Each line ends with the Löwdin charge.
CARTESIAN COORDINATES (ANGSTROEM)
C1 -0.25548 1.61031 -0.42696  -0.0584
C2 0.21481 0.25770 -0.72727  -0.0769
C3 0.94209 -0.50315 0.23310  -0.1142
C4 -0.49108 -1.36908 0.63559  -0.3692
O1 -1.50403 -0.54359 0.47858  -0.2263
H1 -0.78589 2.09090 -1.24951  0.0879
H2 -0.95632 1.40670 0.41019  0.1093
H3 0.55456 2.24160 -0.04969  0.0963
H4 0.00667 -0.19098 -1.69669  0.1365
H5 1.67484 -1.21321 -0.14474  0.1059
H6 1.28715 0.06886 1.09467  0.1087
H7 -0.35967 -1.83805 1.63575  0.1023
H8 -0.37567 -2.16642 -0.12571  0.0980

Atoms 1-3, force components in eV/Å:
C 0.04 -0.06 -0.14
C 0.08 -0.01 0.20
C 0.16 0.28 -0.10

Summary:
Multiplicity ... 1
Gap between HOMO and LUMO (alpha / beta) ... 7.787 / 7.786 eV
Lowest unoccupied orbital energy (alpha / beta) ... -0.5 / -0.5 eV
Energy relative to the best compared isomer or geometry (same formula, charge and spin) ... 3.856 eV
E_HOMO (alpha / beta) ... -8.281 / -8.280 eV


Here is a 2-piece molecular cluster, C4H8O overall from the Open Molecules 2025 dataset. Energies are from ωB97M-V/def2-TZVPD.

Each line ends with the Löwdin charge.
CARTESIAN COORDINATES (ANGSTROEM)
C1 1.24525 1.83027 -0.06353  -0.1013
C2 2.03151 1.02354 -0.78571  -0.0894
H1 1.25391 1.89967 1.01337  0.0428
H2 0.52255 2.47045 -0.61906  0.0565
H3 2.84313 0.72418 -0.09374  0.0542
H4 2.11623 0.94279 -1.86355  0.0520
O1 -1.63639 -2.03349 -1.32244  0.0348
C3 -1.11706 -1.41068 -0.42202  -0.3457
C4 -1.70355 -1.16541 0.90665  -0.0669
H5 -0.05207 -1.18067 -0.49072  0.0935
H6 -1.39254 -0.08914 1.12798  0.0924
H7 -1.30332 -1.70025 1.77767  0.0834
H8 -2.80766 -1.31126 0.83511  0.0938

Atoms 1-3, force components in eV/Å:
C -1.25 0.45 -2.37
C 1.16 1.09 2.52
H 0.29 0.02 0.01

Summary:
Structure (SMILES) ... CC=O.C=C
Multiplicity ... 1
Gap between HOMO and LUMO ... 10.741 eV
Lowest unoccupied orbital energy ... 1.0 eV
Energy relative to the best compared isomer or geometry (same formula, charge and spin) ... 1.972 eV
E_HOMO ... -9.742 eV


Here is the molecule C4H8O2 from the Open Molecules 2025 dataset. Energies are from ωB97M-V/def2-TZVPD.

Each line ends with the Löwdin charge.
CARTESIAN COORDINATES (ANGSTROEM)
C1 -0.37965 0.91007 1.25624  -0.0393
C2 0.46159 -0.19190 0.60364  -0.4003
O1 0.64221 -1.28219 1.49004  -0.0273
C3 -0.05942 -0.66784 -0.74251  -0.2599
C4 0.00453 0.20249 -1.91386  -0.1171
O2 0.88683 -0.89896 -1.77993  -0.0306
H1 -1.41444 0.59567 1.43804  0.0826
H2 0.07216 1.16185 2.22181  0.0836
H3 -0.41397 1.82045 0.64659  0.0788
H4 1.46372 0.21160 0.42008  0.1548
H5 -0.22190 -1.69604 1.61263  0.0931
H6 -0.79385 -1.47545 -0.74359  0.1518
H7 0.50848 1.16378 -1.81626  0.1167
H8 -0.75631 0.14647 -2.69291  0.1132

Atoms 1-3, force components in eV/Å:
C -0.05 0.00 -0.02
C 0.04 0.26 -0.22
O -0.14 -0.16 0.02

Summary:
Structure (SMILES) ... C[C@@H](O)[C@H]1CO1
Multiplicity ... 1
Gap between HOMO and LUMO ... 11.126 eV
Lowest unoccupied orbital energy ... 0.9 eV
Energy relative to the best compared isomer or geometry (same formula, charge and spin) ... 2.099 eV
E_HOMO ... -10.181 eV


Here is a 2-piece molecular cluster, C4H8O2 overall from the Open Molecules 2025 dataset. Energies are from ωB97M-V/def2-TZVPD.

Each line ends with the Löwdin charge.
CARTESIAN COORDINATES (ANGSTROEM)
C1 -0.90576 -0.11272 -1.64188  -0.0031
C2 -0.48049 1.13029 -1.84151  -0.2783
O1 0.71745 1.63170 -1.43424  -0.0104
H1 -1.84660 -0.41334 -2.08837  0.0507
H2 -0.37678 -0.74685 -0.94420  0.0310
H3 -1.04381 1.88635 -2.36135  0.1067
H4 1.26327 0.89234 -1.13340  0.0876
C3 1.14260 -1.06462 1.33630  0.0008
C4 0.32859 -0.15991 1.84075  -0.2911
O2 -0.88464 -0.45718 2.41385  -0.0240
H5 2.03484 -0.73153 0.83413  0.0522
H6 0.95033 -2.12474 1.43816  0.0695
H7 0.60253 0.89684 1.88879  0.1142
H8 -1.50152 -0.62662 1.69298  0.0942

Atoms 1-3, force components in eV/Å:
C -0.33 0.52 0.08
C 0.24 -0.17 0.01
O 0.01 -0.15 0.12

Summary:
Structure (SMILES) ... C=CO.C=CO
Multiplicity ... 1
Gap between HOMO and LUMO ... 10.102 eV
Lowest unoccupied orbital energy ... 0.9 eV
Energy relative to the best compared isomer or geometry (same formula, charge and spin) ... 2.645 eV
E_HOMO ... -9.251 eV


Here is the molecule C4H8O2 from the Open Molecules 2025 dataset. Energies are from ωB97M-V/def2-TZVPD.

Each line ends with the Löwdin charge.
CARTESIAN COORDINATES (ANGSTROEM)
C1 1.50363 -0.18222 0.28568  -0.0522
C2 0.08653 -0.73627 0.33022  -0.4349
O1 -0.19395 -1.06295 1.69019  -0.0502
C3 -0.99160 0.23946 -0.18407  -0.1132
C4 -0.67223 1.26356 -1.25259  -0.2513
O2 0.40028 1.51134 -1.74834  0.0452
H1 2.16554 -0.83214 0.86529  0.0834
H2 1.86280 -0.12604 -0.74435  0.0774
H3 1.54110 0.82731 0.70882  0.0906
H4 0.04688 -1.65595 -0.27299  0.1415
H5 -0.96603 -1.64152 1.71721  0.0924
H6 -1.33322 0.84406 0.67235  0.1314
H7 -1.88529 -0.30985 -0.52207  0.1211
H8 -1.56444 1.86121 -1.54535  0.1190

Atoms 1-3, force components in eV/Å:
C 0.02 0.01 0.03
C 0.15 0.11 -0.36
O -0.18 -0.17 0.02

Summary:
Structure (SMILES) ... C[C@@H](O)CC=O
Multiplicity ... 1
Gap between HOMO and LUMO ... 10.592 eV
Lowest unoccupied orbital energy ... 0.8 eV
Energy relative to the best compared isomer or geometry (same formula, charge and spin) ... 1.245 eV
E_HOMO ... -9.819 eV


Here is the molecule C4H8O2 from the Open Molecules 2025 dataset. Energies are from ωB97M-V/def2-TZVPD.

Each line ends with the Löwdin charge.
CARTESIAN COORDINATES (ANGSTROEM)
O1 -1.39776 -1.54021 0.88202  -0.0262
C1 -0.15553 -0.89478 0.76695  -0.3697
C2 0.43914 -0.73144 -0.65288  -0.0665
C3 0.59916 0.78835 -0.40077  -0.3747
O2 -0.11377 1.63801 -1.27379  -0.0328
C4 -0.12929 0.64156 0.94508  -0.0654
H1 -2.01592 -1.07775 0.30018  0.0934
H2 0.51162 -1.42241 1.45330  0.1441
H3 -0.30352 -0.93081 -1.43336  0.1190
H4 1.34912 -1.30049 -0.86803  0.1083
H5 1.64563 1.10959 -0.30369  0.1421
H6 0.31654 1.60716 -2.13753  0.0949
H7 -1.12925 1.08474 0.89263  0.1218
H8 0.38384 1.02848 1.82988  0.1115

Atoms 1-3, force components in eV/Å:
O -0.22 0.09 -0.15
C 0.32 0.01 0.12
C 0.00 -0.07 -0.10

Summary:
Structure (SMILES) ... O[C@H]1C[C@@H](O)C1
Multiplicity ... 1
Gap between HOMO and LUMO ... 10.955 eV
Lowest unoccupied orbital energy ... 0.9 eV
Energy relative to the best compared isomer or geometry (same formula, charge and spin) ... 1.652 eV
E_HOMO ... -10.042 eV


| no. | maximum force (eV/Å) | molecular weight (u) |
| --- | --- | --- |
| 1 | 2.9 | 72.11 |
| 2 | 0.4 | 72.11 |
| 3 | 0.3 | 72.11 |
| 4 | 3.0 | 72.11 |
| 5 | 0.5 | 88.11 |
| 6 | 0.6 | 88.11 |
| 7 | 0.6 | 88.11 |
| 8 | 0.3 | 88.11 |